DFT (ωB97M-V with the def2-TZVPD basis set) results for C5H15N3O as an isolated structure at a distorted geometry.

Properties
Relative energy (zero: lowest compared OMol25 entry of this formula, charge and spin): 324.8 kJ/mol
Frontier orbital gap: 9.15 eV
HOMO level: -0.2997 hartree
LUMO level: 1.0 eV
Net charge: 0

```
24
Properties=species:S:1:pos:R:3:mulliken_charge:R:1
C 0.23038 1.76850 0.53773 0.044
C 1.74419 1.89507 0.35525 -1.228
N -0.36249 1.44531 -0.85052 -0.025
N -1.78509 1.24631 -0.78163 -0.775
O -0.15773 0.82359 1.41794 -0.793
H -0.02187 -0.36045 1.03258 0.422
H -0.19706 2.22708 -1.48185 0.266
H -0.19101 2.75049 0.82028 0.502
H -2.02691 1.20691 0.20816 0.318
H -1.96006 0.30084 -1.12228 0.261
H 2.18118 0.92458 0.12593 0.215
H 2.17263 2.24488 1.29528 0.340
H 2.00540 2.60755 -0.43021 0.379
C -0.89489 -2.38902 1.50783 -0.975
C 0.68788 -0.98229 -1.57502 -0.788
C 0.01103 -1.82611 -0.63630 0.061
N -0.10100 -1.55870 0.62641 -0.108
H -0.54804 -2.68296 -1.02810 0.315
H -0.25860 -2.83016 2.27835 0.286
H -1.40814 -3.19098 0.96673 0.402
H -1.63965 -1.76690 2.00917 0.271
H 0.19826 0.24491 -1.34753 0.070
H 1.72978 -0.78942 -1.32053 0.214
H 0.59182 -1.30902 -2.60763 0.326
```